63
Properties=species:S:1:pos:R:3:forces:R:3:nbo_charge:R:1 method="wB97M-V/def2-TZVPD" homo_energy_ev=-7.922 lumo_energy_ev=-1.38 e_above_lowest_kcal_mol=498.7 smiles="[H]/N=C(/N)NCCCCN1C(=O)c2c(NCCCC)cc(CCCS)c(C=C)c2C1=O" gap_ev=6.5 e_tot_ha=-1679.80171
H -5.561720 -3.510556 -2.837906 -0.7 1.2 -0.4 0.35
N -6.079909 -2.636557 -3.144890 0.5 2.9 5.4 -0.65
C -6.110349 -1.841976 -2.002060 0.3 -3.2 -3.6 0.55
N -6.804304 -0.488367 -1.992982 -0.1 -2.2 -0.4 -0.90
N -5.464113 -2.391691 -0.749038 -0.6 2.4 -1.1 -0.68
C -4.021822 -1.860984 -0.622880 0.1 0.2 0.5 -0.22
C -3.735880 -1.767915 1.016139 0.4 -0.6 -0.6 -0.43
C -2.147278 -2.165364 1.355587 -0.9 0.5 -0.5 -0.44
C -1.816006 -1.908372 2.959853 -1.5 -1.3 -0.5 -0.25
N -0.470382 -1.250039 3.208954 -1.0 0.1 -1.5 -0.52
C -0.547344 0.251059 2.939288 -0.5 2.8 -0.5 0.68
O -1.480024 1.156108 3.249366 5.5 -6.3 -1.7 -0.54
C 0.826571 0.523649 2.087270 3.2 -0.3 -1.5 -0.12
C 1.458165 1.937523 1.470485 1.0 -3.5 0.5 0.20
N 0.667433 3.195448 1.754462 1.8 -1.5 -1.7 -0.67
C 0.606131 4.134915 0.570218 -0.7 1.5 -0.2 -0.23
C 0.031625 3.461697 -0.813180 -0.5 0.4 0.4 -0.42
C -1.440344 2.702218 -0.582151 0.5 0.8 -0.4 -0.43
C -2.647956 3.816512 -0.894412 0.2 -0.4 -0.1 -0.64
C 2.858233 1.829251 0.624289 -0.8 -2.6 1.3 -0.24
C 3.711538 0.411652 0.381134 -3.8 0.5 2.3 0.03
C 5.125212 0.401377 -0.449272 -0.3 0.9 -0.1 -0.47
C 5.260701 -0.779703 -1.578818 0.5 -1.1 0.5 -0.43
C 5.609714 -0.254750 -3.092619 0.7 -2.1 0.3 -0.52
S 4.012866 -0.448628 -4.100201 0.4 -0.2 -0.5 -0.10
C 3.046086 -0.958254 1.070584 -0.8 1.4 -0.9 -0.03
C 3.772948 -2.451508 0.979655 2.2 1.3 1.0 -0.20
C 5.184926 -2.527829 1.516405 -2.7 0.3 -1.6 -0.41
C 1.621368 -0.895824 1.883566 0.5 3.2 -0.9 -0.12
C 0.711594 -2.045919 2.616733 1.2 -2.6 -0.8 0.69
O 0.908818 -3.372096 2.659450 -1.7 8.5 -0.1 -0.55
H -7.839217 -0.717056 -2.053592 1.7 0.5 0.0 0.39
H -6.559674 0.031568 -2.864484 -0.3 -0.9 0.8 0.39
H -5.998709 -1.972970 0.052559 0.7 -0.4 -1.0 0.37
H -3.969876 -0.812326 -1.155798 0.2 -1.9 1.2 0.20
H -3.259538 -2.591376 -1.171835 -1.8 1.5 1.3 0.20
H -4.018545 -0.699300 1.400024 0.7 -1.9 -0.7 0.22
H -4.471215 -2.536200 1.526854 1.6 1.4 -1.0 0.21
H -1.988308 -3.306314 1.056459 -0.2 2.6 0.6 0.23
H -1.506066 -1.466161 0.638222 -1.1 -1.5 1.7 0.22
H -1.841051 -2.973765 3.466082 0.2 2.4 -0.8 0.23
H -2.716641 -1.247341 3.363320 2.4 -1.3 -0.5 0.24
H 0.953451 3.669234 2.639449 -0.2 -0.7 -1.1 0.40
H 1.633618 4.694766 0.409197 -1.9 -1.2 0.0 0.18
H -0.173147 4.988917 0.867816 1.7 -1.8 -0.5 0.21
H 0.846010 2.750481 -1.262537 -1.7 1.3 0.7 0.22
H -0.219169 4.368878 -1.547524 1.0 -2.0 1.4 0.22
H -1.489074 2.277202 0.509835 0.0 0.8 -2.2 0.24
H -1.505808 1.846574 -1.385155 0.0 1.6 1.8 0.21
H -2.253387 4.930841 -0.738100 -1.0 -2.5 -0.1 0.21
H -2.940683 3.710057 -2.026043 0.5 0.3 2.2 0.21
H -3.618262 3.608004 -0.246168 2.1 0.6 -1.3 0.22
H 3.303706 2.839984 0.187541 -1.1 -2.4 0.9 0.24
H 5.209681 1.434841 -1.040903 -0.4 -2.1 1.4 0.23
H 6.052388 0.416815 0.302649 -2.2 -0.3 -1.5 0.24
H 6.135655 -1.531766 -1.272083 -1.8 1.7 -0.5 0.21
H 4.284472 -1.463835 -1.626486 2.1 1.8 0.2 0.25
H 6.376986 -1.042959 -3.554907 -1.5 2.0 1.0 0.24
H 6.071721 0.819280 -3.144955 -1.2 -2.0 0.0 0.24
H 4.024821 -1.738196 -4.703499 0.7 1.5 1.1 0.15
H 3.219595 -3.371621 0.486746 0.5 1.8 2.5 0.25
H 5.991575 -1.936729 0.870581 -1.8 -0.2 2.7 0.21
H 5.439765 -3.156264 2.478921 -0.2 0.3 -2.9 0.24